Below is a molecular structure, C55H59AsHfN5OS in a non-equilibrium geometry, with properties calculated with ωB97M-V/def2-TZVPD.

Geometry as XYZ:
```
123
Properties=species:S:1:pos:R:3:forces:R:3:mulliken_charge:R:1
Hf 0.38962 -0.27461 -0.81034 0.153 0.134 1.492 1.15
C 2.29472 5.63733 -0.16364 -0.006 0.004 -0.084 -0.93
C 2.08184 5.15435 -1.60502 0.071 -0.032 0.208 -0.94
C 2.15073 3.66440 -1.69414 0.051 -0.097 -0.076 0.25
C 3.19038 2.88660 -2.12004 -0.147 0.015 -0.025 0.43
C 4.51073 3.32565 -2.66708 0.019 -0.019 0.232 -1.18
C 5.61145 3.35760 -1.59981 -0.049 0.012 -0.127 -1.03
C 2.76058 1.51637 -2.00292 0.122 -0.015 0.036 0.29
N 1.47978 1.46478 -1.51010 0.025 0.033 -0.335 -0.31
C 1.07805 2.76831 -1.34755 -0.160 0.178 0.036 0.22
C -0.20745 3.16304 -1.02013 0.104 -0.017 -0.063 -0.39
C -1.33557 2.35691 -0.95610 -0.100 0.025 -0.126 0.80
C -2.66182 2.83327 -0.65596 -0.038 -0.111 0.003 0.64
C -3.05292 4.26479 -0.45989 0.012 0.010 -0.266 -0.93
C -3.54031 4.89463 -1.77301 0.024 0.042 0.128 -1.51
C -3.48492 1.74410 -0.67585 0.094 0.026 -0.119 1.21
C -2.65155 0.60340 -0.98114 -0.141 0.037 -0.048 0.02
C -3.09391 -0.71170 -1.02541 0.045 -0.007 0.046 -0.70
C -2.32388 -1.84449 -1.24579 -0.186 0.061 -0.064 -0.34
N -0.96445 -1.81661 -1.44978 -0.044 -0.148 -0.226 -0.70
C -0.58354 -3.10266 -1.73994 -0.121 -0.101 -0.034 0.17
C 0.70343 -3.49450 -2.08456 0.097 0.076 -0.006 -0.48
C 1.80233 -2.67558 -2.27395 -0.116 -0.109 -0.080 0.56
N 1.80083 -1.30891 -2.13882 -0.006 0.013 -0.155 -0.71
C 3.08480 -0.90362 -2.39048 -0.003 0.056 -0.100 -0.07
C 3.51690 0.41179 -2.35861 -0.026 -0.007 0.022 -0.61
C 3.91387 -2.03704 -2.72559 -0.123 -0.123 -0.019 0.54
C 3.11678 -3.13910 -2.64948 0.091 0.123 -0.032 0.73
C 3.47193 -4.55385 -2.97407 -0.099 0.071 -0.151 -1.39
C 3.03989 -4.91713 -4.40198 0.064 -0.041 0.109 -1.09
C 5.37731 -1.98728 -3.02203 0.010 -0.012 0.171 -1.25
C 6.21260 -2.06174 -1.73718 0.015 0.001 -0.121 -1.05
C -1.72743 -3.97271 -1.68874 0.063 0.081 0.051 0.90
C -2.80743 -3.19537 -1.36773 0.107 0.040 -0.026 0.96
C -4.21801 -3.65164 -1.15846 0.091 -0.080 0.105 -0.95
C -4.37922 -4.45389 0.14074 -0.053 0.050 -0.108 -1.04
C -1.69929 -5.42501 -2.04785 0.004 0.104 -0.163 -1.22
C -1.64607 -5.61980 -3.56981 -0.036 -0.052 0.093 -1.07
N -1.35639 1.00630 -1.18300 -0.269 0.194 -0.143 -1.26
C -4.96441 1.72820 -0.44612 0.065 0.006 0.171 -0.95
C -5.34316 1.92364 1.02948 -0.038 -0.028 -0.097 -0.73
H 2.20523 6.72197 -0.10175 -0.002 -0.006 0.027 0.41
H 3.28794 5.35515 0.18718 -0.005 0.004 0.027 0.26
H 1.56478 5.18637 0.51146 -0.010 0.024 0.015 0.13
H 2.84860 5.59149 -2.24529 -0.046 0.018 -0.048 0.35
H 1.11649 5.50737 -1.97319 0.019 0.010 -0.046 0.40
H 4.39902 4.32186 -3.09680 0.030 -0.028 -0.079 0.41
H 4.80560 2.65511 -3.47604 0.005 0.072 -0.061 0.46
H 5.34696 4.04510 -0.79602 0.016 -0.009 0.022 0.27
H 6.55045 3.69015 -2.04188 0.032 -0.014 0.059 0.39
H 5.76383 2.36919 -1.16433 0.010 0.005 0.026 0.26
H -0.35894 4.22140 -0.85542 0.004 -0.002 -0.038 0.49
H -2.20243 4.83889 -0.08603 -0.036 -0.020 0.055 0.15
H -3.84151 4.33435 0.29007 0.022 0.020 0.050 0.28
H -2.79508 4.77010 -2.55912 0.002 0.016 -0.007 0.29
H -3.73017 5.95990 -1.64033 -0.016 -0.001 -0.030 0.47
H -4.46502 4.42550 -2.10791 0.014 -0.016 -0.041 0.31
H -4.15285 -0.86601 -0.87459 0.003 -0.021 0.036 0.04
H 0.85703 -4.55341 -2.24291 0.007 0.001 -0.016 0.46
H 4.53752 0.59731 -2.66461 0.006 -0.002 0.020 0.40
H 2.99903 -5.23217 -2.26124 0.060 -0.006 0.045 0.43
H 4.54977 -4.68661 -2.87788 -0.006 -0.040 0.079 0.47
H 1.97000 -4.75323 -4.53775 -0.008 -0.017 -0.025 0.22
H 3.26050 -5.96298 -4.61553 -0.013 0.007 -0.033 0.39
H 3.56668 -4.29843 -5.12894 -0.017 0.002 -0.016 0.33
H 5.61988 -1.07065 -3.56309 0.012 -0.042 -0.078 0.48
H 5.63973 -2.82262 -3.67284 0.006 0.045 -0.058 0.44
H 6.00193 -1.21284 -1.08549 -0.008 -0.017 0.029 0.25
H 7.27624 -2.06168 -1.97619 0.009 0.016 0.033 0.42
H 5.98231 -2.97133 -1.18207 -0.009 0.018 0.026 0.27
H -4.52420 -4.27346 -2.00264 -0.064 0.049 -0.015 0.42
H -4.88887 -2.79242 -1.13463 -0.024 -0.026 -0.077 0.32
H -3.87082 -5.41471 0.07834 0.034 0.003 0.034 0.33
H -5.43452 -4.64523 0.33790 0.008 -0.027 0.036 0.43
H -3.95950 -3.91105 0.98875 0.032 -0.158 -0.175 0.18
H -2.58980 -5.91760 -1.65910 0.035 -0.033 0.064 0.23
H -0.83340 -5.90154 -1.58342 -0.046 -0.061 0.040 0.47
H -2.52942 -5.18532 -4.03904 0.014 0.008 -0.023 0.33
H -1.61284 -6.67987 -3.82084 0.009 0.007 -0.020 0.42
H -0.76812 -5.13487 -3.99709 0.000 -0.005 -0.023 0.18
H -5.38007 0.78829 -0.80932 -0.041 0.030 -0.022 0.48
H -5.42450 2.52332 -1.03600 -0.038 -0.060 -0.064 0.24
H -4.70179 1.33029 1.67994 0.023 -0.119 0.062 0.00
H -6.37827 1.62643 1.19912 0.004 0.039 0.035 0.45
H -5.24490 2.96787 1.32581 0.030 -0.013 0.042 0.26
S 3.77319 -2.78905 1.47041 0.383 -0.250 0.239 -0.39
C 2.50021 -2.00083 0.96454 -0.478 0.260 -0.293 0.62
N 1.55162 -1.41101 0.56579 0.376 -0.252 0.314 -0.70
O -0.29837 0.39572 1.12114 0.042 -0.203 -0.517 1.83
As -0.56141 0.42715 2.76505 -0.114 0.144 0.890 0.65
C -2.31473 -0.26529 3.17663 0.211 0.182 -0.146 -0.03
C -3.03302 0.26812 4.24204 0.149 0.087 -0.057 -0.72
C -4.26945 -0.26750 4.56856 -0.011 0.021 0.031 -0.88
C -4.77867 -1.33271 3.83778 0.001 0.067 0.015 -0.82
C -4.05815 -1.86122 2.77589 -0.094 0.007 0.016 -0.16
C -2.81962 -1.33180 2.44629 0.053 0.002 -0.068 0.41
C 0.66285 -0.55070 3.88833 -0.146 0.151 -0.269 0.10
C 2.01597 -0.23080 3.87277 0.004 0.043 -0.128 -0.23
C 2.88192 -0.89187 4.72703 0.017 0.021 -0.035 -0.82
C 2.39460 -1.86153 5.59276 -0.006 -0.008 0.013 -0.58
C 1.04332 -2.17476 5.60924 0.070 -0.013 0.043 -0.85
C 0.16958 -1.51829 4.75645 -0.111 0.046 -0.067 -0.38
C -0.47732 2.28869 3.26105 0.050 -0.269 -0.120 -0.03
C -1.21935 3.18386 2.49630 -0.087 -0.099 -0.026 0.30
C -1.12952 4.54161 2.75317 0.003 0.027 0.034 -0.72
C -0.29292 5.00024 3.76351 0.026 -0.009 0.029 -0.74
C 0.43554 4.10394 4.53218 0.015 0.041 0.023 -0.79
C 0.34612 2.74176 4.28402 -0.056 -0.138 0.028 -0.44
H -2.62309 1.09589 4.80996 -0.069 0.017 0.013 0.47
H -4.83551 0.15089 5.38997 0.005 -0.021 0.013 0.40
H -5.74179 -1.75128 4.09888 -0.006 0.008 -0.017 0.42
H -4.46648 -2.68451 2.20361 0.014 0.152 0.160 0.09
H -2.24578 -1.74197 1.62607 0.010 -0.070 -0.110 0.31
H 2.38436 0.52592 3.18966 0.078 -0.031 0.000 0.51
H 3.93660 -0.65571 4.71233 0.018 -0.005 -0.013 0.44
H 3.07605 -2.37757 6.25602 -0.010 -0.003 0.003 0.43
H 0.66963 -2.92790 6.28985 -0.011 -0.007 -0.018 0.44
H -0.88766 -1.75237 4.77151 0.028 -0.038 0.014 0.43
H -1.85866 2.80909 1.70462 0.002 0.064 0.028 0.00
H -1.71292 5.24572 2.17373 0.013 -0.023 -0.006 0.41
H -0.21047 6.06212 3.95468 -0.023 0.000 0.017 0.43
H 1.07468 4.46338 5.32743 0.008 0.006 -0.009 0.44
H 0.90931 2.03695 4.88336 0.025 0.048 0.004 0.44
```
Positions in Å, forces in eV/Å.

Computed properties:
- HOMO (eV) = -9.24
- energy above the lowest of the compared OMol25 structures with the same formula, charge and spin (kJ/mol) = 0.0
- charge = +1
- Kohn-Sham gap (eV) = 5.8
- E (Eh) = -5162.314020